--- w ---
Entry from the OMol25 dataset: a cluster of 2 separate species, CH4O in total (ωB97M-V/def2-TZVPD).

Output
HOMO energy = -10.1 eV
charge = 0

Last columns: bonded neighbours and bond lengths (Å).
Cartesian coordinates (Å):
1 C 0.21768 0.26010 -0.21877  O2 1.354, H3 1.022, H4 1.176, H5 1.060
2 O -0.09502 -0.20907 1.01177  C1 1.354
3 H 0.95244 -0.32568 -0.62154  C1 1.022
4 H 0.58172 1.37786 -0.17594  C1 1.176
5 H -0.60400 0.18791 -0.88481  C1 1.060
6 H -1.05282 -1.29112 0.88929  no bonds

Charges in e, computed with Löwdin, in the same order as the atoms: C -0.2963; O -0.2273; H 0.0320; H 0.1258; H 0.0535; H 0.3123

***

--- x ---
Entry from the OMol25 dataset: the molecule CH4O (ωB97M-V/def2-TZVPD).

Output
HOMO energy = -10.3 eV
SMILES = CO
charge = 0

Last columns: bonded neighbours and bond lengths (Å).
Cartesian coordinates (Å):
1 C -0.22363 -0.02215 0.27439  O2 1.370, H3 1.038, H4 1.125, H5 1.096
2 O 0.31237 -0.41808 -0.92217  C1 1.370, H6 1.085
3 H -1.00463 -0.69627 0.38644  C1 1.038
4 H -0.69113 0.98986 0.12161  C1 1.125
5 H 0.49357 -0.16721 1.09035  C1 1.096
6 H 1.11344 0.31384 -0.95063  O2 1.085

Charges in e, computed with Löwdin, in the same order as the atoms: C -0.2401; O -0.1600; H 0.0503; H 0.0984; H 0.0852; H 0.1663

***

List of relative energies, unit eV: w 2.123; x 0.000

***

--- w ---
Entry from the OMol25 dataset: the molecule CH4O (ωB97M-V/def2-TZVPD).

Output
HOMO energy = -10.5 eV
SMILES = CO
charge = 0

Last columns: bonded neighbours and bond lengths (Å).
Cartesian coordinates (Å):
1 C 0.00364 -0.49468 0.45361  O2 1.424, H3 1.093, H4 1.088, H5 1.085
2 O 0.03094 0.56304 -0.49970  C1 1.424, H6 0.943
3 H -0.58628 -1.33250 0.07324  C1 1.093
4 H 1.02799 -0.79918 0.65984  C1 1.088
5 H -0.42279 -0.20519 1.40788  C1 1.085
6 H -0.71285 1.11736 -0.32840  O2 0.943

Charges in e, computed with Löwdin, in the same order as the atoms: C -0.1624; O -0.1127; H 0.0742; H 0.0760; H 0.0706; H 0.0543

***

--- x ---
Entry from the OMol25 dataset: a cluster of 2 separate species, CH4O in total (ωB97M-V/def2-TZVPD).

Output
HOMO energy (alpha / beta) = -10.9 / -10.2 eV
charge = 0

Last columns: bonded neighbours and bond lengths (Å).
Cartesian coordinates (Å):
1 C 0.23346 -0.57848 0.00632  O2 1.329, H3 1.073, H4 1.120, H5 1.158
2 O -1.06348 -0.29664 -0.06044  C1 1.329
3 H 0.66068 -0.41770 -0.96478  C1 1.073
4 H 0.39484 -1.54482 0.54907  C1 1.120
5 H 0.93481 -0.12183 0.80696  C1 1.158
6 H -2.34553 1.65652 0.45999  no bonds

Charges in e, computed with Löwdin, in the same order as the atoms: C -0.2690; O -0.1306; H 0.0657; H 0.1085; H 0.1240; H 0.1013

***

List of relative energies, unit eV: w 0.000; x 5.134

***

--- w ---
Entry from the OMol25 dataset: the molecule C7H10N2O (ωB97M-V/def2-TZVPD).

Output
HOMO energy = -8.6 eV
SMILES = CC1(C)Cn2ccnc2O1
charge = 0

Last columns: bonded neighbours and bond lengths (Å).
Cartesian coordinates (Å):
1 C 1.91284 -0.72069 -1.14253  C2 1.536, H11 1.173, H12 1.091, H13 1.105
2 C 0.96780 -0.41567 0.02895  C1 1.536, C3 1.525, C4 1.546, O10 1.466
3 C 1.62338 -0.40955 1.40584  C2 1.525, H14 1.045, H15 1.155, H16 1.116
4 C 0.21878 0.90661 -0.25520  C2 1.546, N5 1.433, H17 1.058, H18 1.066
5 N -1.15991 0.59837 -0.01780  C4 1.433, C6 1.392, C9 1.345
6 C -2.43349 1.15971 -0.03814  N5 1.392, C7 1.334, H19 1.023
7 C -3.26378 0.11593 -0.04280  C6 1.334, N8 1.373, H20 1.045
8 N -2.60888 -1.08853 0.03253  C7 1.373, C9 1.311
9 C -1.34807 -0.73111 0.06015  N5 1.345, N8 1.311, O10 1.523
10 O -0.03168 -1.48086 -0.09176  C2 1.466, C9 1.523
11 H 2.47057 -1.72004 -0.88503  C1 1.173
12 H 2.54364 0.16952 -1.11260  C1 1.091
13 H 1.44836 -0.69111 -2.14491  C1 1.105
14 H 1.33829 -1.26787 1.92835  C3 1.045
15 H 1.46110 0.57557 1.98615  C3 1.155
16 H 2.73007 -0.48165 1.28552  C3 1.116
17 H 0.40911 1.79780 0.28312  C4 1.058
18 H 0.45427 1.26649 -1.23094  C4 1.066
19 H -2.43259 2.17846 0.05526  C6 1.023
20 H -4.29983 0.23861 -0.10416  C7 1.045

Charges in e, computed with Löwdin, in the same order as the atoms: C -0.0289; C -0.5268; C -0.0059; C -0.0704; N -0.0124; C -0.0457; C -0.1568; N 0.1303; C -0.2566; O -0.0028; H 0.1318; H 0.0802; H 0.0932; H 0.0620; H 0.1148; H 0.0894; H 0.1167; H 0.1151; H 0.0877; H 0.0850

***

--- x ---
Entry from the OMol25 dataset: the molecule C7H10N2O (ωB97M-V/def2-TZVPD).

Output
HOMO energy = -9.1 eV
SMILES = [O-]/[NH+]=N/[C@H]1CC=C[C@H]2C[C@@H]12
charge = 0

Last columns: bonded neighbours and bond lengths (Å).
Cartesian coordinates (Å):
1 O -0.73535 0.92717 3.12450  N2 1.241
2 N -0.11927 0.53883 2.11963  O1 1.241, N3 1.252, H11 1.182
3 N 0.96407 0.88296 1.59434  N2 1.252, C4 1.395
4 C 1.32684 0.32747 0.36673  N3 1.395, C5 1.558, C10 1.570, H12 1.041
5 C 1.09916 -1.21307 0.31572  C4 1.558, C6 1.476, H13 1.132, H14 1.130
6 C -0.25145 -1.59196 -0.14202  C5 1.476, C7 1.321, H15 1.115
7 C -1.04455 -0.95349 -0.98393  C6 1.321, C8 1.421, H16 1.094
8 C -0.61164 0.29439 -1.50663  C7 1.421, C9 1.495, C10 1.506, H17 1.166
9 C -0.91969 1.43063 -0.58528  C8 1.495, C10 1.516, H18 1.108, H19 1.117
10 C 0.51697 0.99834 -0.79963  C4 1.570, C8 1.506, C9 1.516, H20 1.092
11 H -0.67363 -0.37002 1.60597  N2 1.182
12 H 2.34856 0.42587 0.19043  C4 1.041
13 H 1.50255 -1.58711 1.30473  C5 1.132
14 H 1.73812 -1.74846 -0.44644  C5 1.130
15 H -0.62341 -2.58422 0.20326  C6 1.115
16 H -1.97342 -1.41870 -1.32544  C7 1.094
17 H -0.69495 0.46324 -2.65748  C8 1.166
18 H -1.66510 0.96489 0.08986  C9 1.108
19 H -1.08870 2.46324 -0.97728  C9 1.117
20 H 0.90490 1.75000 -1.49104  C10 1.092

Charges in e, computed with Löwdin, in the same order as the atoms: O -0.0409; N -0.2188; N 0.0898; C -0.2955; C -0.1464; C -0.1497; C -0.1163; C -0.2934; C -0.0824; C -0.1431; H 0.2125; H 0.1129; H 0.1359; H 0.1403; H 0.1221; H 0.1255; H 0.1722; H 0.1169; H 0.1200; H 0.1384

***

List of relative energies, unit eV: w 0.000; x 3.781

***

--- w ---
Entry from the OMol25 dataset: a cluster of 2 separate species, H4NP in total (ωB97M-V/def2-TZVPD).

Output
HOMO energy = -9.4 eV
charge = 0

Last columns: bonded neighbours and bond lengths (Å).
Cartesian coordinates (Å):
1 N 1.14946 -0.30728 -0.03127  H3 1.008, H4 0.993
2 P -1.26900 -0.21030 0.22471  H5 1.535, H6 1.500
3 H 1.37486 -1.16932 0.44081  N1 1.008
4 H 1.35399 0.47044 0.55064  N1 0.993
5 H -1.60380 -0.04228 -1.26409  P2 1.535
6 H -1.00551 1.25875 0.07919  P2 1.500

Charges in e, computed with Löwdin, in the same order as the atoms: N -0.1394; P 0.6315; H -0.0750; H -0.0918; H -0.1553; H -0.1701

***

--- x ---
Entry from the OMol25 dataset: a cluster of 2 separate species, H4NP in total (ωB97M-V/def2-TZVPD).

Output
HOMO energy (alpha / beta) = -10.8 / -8.7 eV
charge = 0

Last columns: bonded neighbours and bond lengths (Å).
Cartesian coordinates (Å):
1 N -1.57000 0.03236 0.06886  H3 0.974, H4 0.934
2 P 1.59636 -0.00219 -0.35421  H5 1.446, H6 1.334
3 H -1.75140 -0.82891 -0.34787  N1 0.974
4 H -1.81789 0.00416 0.96840  N1 0.934
5 H 1.90103 1.11655 -1.21756  P2 1.446
6 H 0.88868 0.95929 0.24152  P2 1.334

Charges in e, computed with Löwdin, in the same order as the atoms: N 0.1193; P 0.5559; H -0.0543; H -0.0851; H -0.2193; H -0.3165

***

List of relative energies, unit eV: w 0.000; x 1.504